This record from the Open Molecules 2025 dataset describes a structure of composition C27H41HfN9O4S at a distorted geometry. The level of theory is ωB97M-V/def2-TZVPD.

```
83
C27H41HfN9O4S (ωB97M-V/def2-TZVPD)
Hf 0.208 0.241 -0.097
N -2.218 0.783 -0.396
C -2.268 1.996 -1.238
C -1.614 1.660 -2.562
N -0.251 1.089 -2.353
C 0.833 1.994 -2.824
C 1.171 2.981 -1.734
N 1.610 2.197 -0.564
H -2.382 1.022 0.579
H -2.968 0.150 -0.650
H -3.284 2.361 -1.392
H -1.716 2.778 -0.714
H -2.213 0.914 -3.089
H -1.562 2.537 -3.209
H -0.174 0.242 -2.909
H 1.702 1.370 -3.041
H 0.541 2.497 -3.747
H 1.930 3.687 -2.075
H 0.295 3.565 -1.445
H 2.546 1.840 -0.737
H 1.666 2.784 0.263
C 3.623 -1.795 -1.948
C 2.904 -1.146 -0.813
O 1.801 -0.495 -1.128
C 3.366 -1.186 0.469
C 2.809 -0.472 1.581
C 3.585 -0.442 2.858
N 1.659 0.155 1.496
N 1.314 0.900 2.646
C 0.278 1.633 2.439
O -0.342 1.652 1.253
C -0.274 2.487 3.504
C 0.253 2.432 4.794
C -0.272 3.242 5.785
C -1.321 4.108 5.497
C -1.849 4.163 4.216
C -1.327 3.352 3.220
H 4.270 -1.053 -2.424
H 4.247 -2.619 -1.612
H 2.923 -2.164 -2.694
H 4.283 -1.728 0.648
H 4.498 -1.023 2.768
H 3.827 0.587 3.125
H 2.971 -0.825 3.673
H 1.066 1.754 5.010
H 0.136 3.201 6.786
H -1.726 4.740 6.276
H -2.664 4.838 3.994
H -1.732 3.395 2.218
S -1.195 -1.114 1.918
C -1.829 -2.714 1.796
N -1.050 -3.783 1.865
C -1.563 -5.148 2.024
C -2.897 -5.256 1.311
C -3.829 -4.173 1.819
N -3.149 -2.878 1.719
H -0.066 -3.603 1.989
H -1.673 -5.363 3.090
H -0.826 -5.830 1.610
H -3.335 -6.237 1.486
H -2.749 -5.143 0.233
H -4.107 -4.356 2.859
H -4.743 -4.119 1.230
H -3.689 -2.030 1.781
O 0.553 -7.028 -0.051
C 0.167 -7.047 -1.410
N 1.101 -6.377 -2.274
C 1.269 -5.031 -2.364
O 2.286 -4.522 -2.786
C 0.102 -4.123 -2.065
C -1.091 -4.232 -2.762
C -2.023 -3.212 -2.647
C -1.712 -2.118 -1.863
N -0.563 -1.992 -1.180
C 0.311 -2.999 -1.278
H 1.282 -7.646 0.084
H -0.797 -6.545 -1.447
H 0.043 -8.067 -1.773
H 1.906 -6.898 -2.597
H -1.275 -5.081 -3.409
H -2.962 -3.241 -3.181
H -2.408 -1.298 -1.796
H 1.240 -2.898 -0.733
```

Summary:
relative energy (zero: lowest compared OMol25 entry of this formula, charge and spin)	33.6	kJ/mol
frontier orbital gap	7.64	eV
charge	+2
HOMO level	-12.752	eV

Here are the Mulliken charges for atoms 1 to 2, given in e:
1 Hf 1.344
2 N -0.531

This record from the Open Molecules 2025 dataset describes a structure of composition C27H35AsEuN4O6 at a distorted geometry. The level of theory is ωB97M-V/def2-TZVPD.

```
74
C27H35AsEuN4O6 (ωB97M-V/def2-TZVPD)
O -1.384 0.339 -6.065
H -1.522 0.516 -7.016
Eu -1.276 0.613 -2.039
N -0.909 2.734 -0.710
N 0.178 2.498 -2.919
N -2.650 -0.794 -0.489
N -1.848 -1.602 -2.789
O -1.578 2.653 0.395
O -3.007 -0.405 0.824
O -1.199 -2.103 -3.951
O 0.739 1.337 -3.134
C 0.842 3.364 -2.063
C 0.189 3.542 -0.820
C -2.788 -2.114 -0.692
C -2.280 -2.571 -1.969
C 0.648 4.457 0.251
H 0.964 3.906 1.145
H -0.162 5.152 0.511
H 1.503 5.053 -0.088
C 2.160 3.913 -2.456
H 2.115 4.209 -3.513
H 2.938 3.141 -2.366
H 2.450 4.783 -1.859
C -3.432 -3.050 0.280
C -2.288 -4.006 -2.366
H -4.027 -2.505 1.020
H -2.694 -3.665 0.821
H -4.083 -3.751 -0.262
H -1.567 -4.176 -3.170
H -3.276 -4.291 -2.752
H -2.048 -4.656 -1.516
H -2.831 0.557 0.906
H -1.159 -1.364 -4.594
C -2.233 1.243 -5.331
H -1.617 1.949 -4.754
H -2.821 0.626 -4.638
H -2.927 1.811 -5.975
O -3.448 1.882 -2.107
H -4.087 1.239 -1.737
H -3.232 2.510 -1.379
C 1.245 3.144 4.244
C 2.356 2.792 3.472
C 2.230 1.817 2.477
C 0.994 1.193 2.258
C -0.133 1.616 2.969
C 0.000 2.566 3.986
As 0.833 -0.233 0.873
C 2.677 -0.892 1.126
C 3.569 -0.745 0.053
C 4.927 -1.031 0.242
C 5.390 -1.469 1.488
C 4.486 -1.670 2.537
C 3.123 -1.393 2.352
C 0.072 -1.824 1.780
C 0.379 -3.078 1.239
C -0.179 -4.236 1.789
C -1.044 -4.137 2.885
C -1.360 -2.884 3.413
C -0.812 -1.726 2.853
H 1.353 3.874 5.046
H 3.330 3.254 3.651
H 3.102 1.520 1.888
H -1.115 1.202 2.735
H -0.874 2.842 4.579
H 3.195 -0.392 -0.908
H 5.627 -0.897 -0.585
H 6.456 -1.654 1.642
H 4.837 -2.030 3.507
H 2.418 -1.550 3.169
H 1.063 -3.149 0.390
H 0.076 -5.212 1.368
H -1.468 -5.041 3.323
H -2.038 -2.801 4.265
H -1.067 -0.751 3.260
```

Summary:
frontier orbital gap (alpha / beta)	3.90 / 5.45	eV
charge	+1
multiplicity	7
HOMO level (alpha / beta)	-8.673 / -10.204	eV

Here are the Mulliken charges for atoms 1 to 2, given in e:
1 O -0.521
2 H 0.311

This record from the Open Molecules 2025 dataset describes a structure of composition C20H32BeN5OSTe. The level of theory is ωB97M-V/def2-TZVPD.

```
61
C20H32BeN5OSTe (ωB97M-V/def2-TZVPD)
Be 1.615 -0.970 -0.719
O 2.286 -3.526 -1.972
C 2.114 -2.478 -1.592
C -0.064 1.505 2.774
N 0.800 0.531 2.134
C 0.492 -0.754 1.956
S 1.660 -1.817 1.239
N -0.700 -1.186 2.327
C -1.182 -2.563 2.206
H 0.458 2.457 2.812
H -0.307 1.210 3.797
H -0.986 1.642 2.204
H 1.741 0.784 1.882
H -1.324 -0.528 2.768
H -0.375 -3.256 2.425
H -1.561 -2.752 1.202
H -1.983 -2.699 2.928
C -5.815 -2.555 1.033
C -4.486 -2.230 0.410
C -3.903 -0.981 0.562
C -2.704 -0.646 -0.063
C -2.157 0.742 0.140
C -2.069 -1.603 -0.862
Te -0.418 -1.070 -2.078
C -2.610 -2.891 -0.994
C -1.930 -3.975 -1.786
C -3.812 -3.174 -0.356
H -6.148 -1.761 1.700
H -5.770 -3.484 1.602
H -6.575 -2.685 0.261
H -4.398 -0.238 1.179
H -2.369 1.375 -0.726
H -1.075 0.729 0.281
H -2.618 1.209 1.012
H -0.880 -4.067 -1.507
H -1.961 -3.766 -2.857
H -2.417 -4.934 -1.615
H -4.236 -4.167 -0.463
C 1.430 4.340 -0.912
C 0.476 3.291 -1.438
N 0.970 1.977 -1.054
C 2.278 1.648 -1.009
N 2.598 0.369 -0.840
C 4.021 -0.006 -0.761
C 4.883 1.117 -0.232
C 4.623 2.341 -1.078
N 3.195 2.639 -1.078
C 2.820 4.014 -1.415
H 1.419 4.340 0.180
H 1.138 5.331 -1.256
H 0.389 3.371 -2.526
H -0.521 3.408 -1.016
H 0.354 1.186 -1.232
H 4.377 -0.310 -1.751
H 4.096 -0.879 -0.111
H 5.936 0.840 -0.273
H 4.631 1.332 0.810
H 4.977 2.179 -2.102
H 5.140 3.216 -0.685
H 2.872 4.158 -2.499
H 3.562 4.670 -0.963
```

Summary:
relative energy (zero: lowest compared OMol25 entry of this formula, charge and spin)	9.9	kJ/mol
frontier orbital gap	7.80	eV
charge	+1
HOMO level	-10.207	eV

Here are the Mulliken charges for atoms 1 to 2, given in e:
1 Be 0.366
2 O -0.221

This record from the Open Molecules 2025 dataset describes the ion C4H5N2 with charge +1 at a distorted geometry. The level of theory is ωB97M-V/def2-TZVPD.

```
11
C4H5N2 (ωB97M-V/def2-TZVPD)
C 0.636 0.961 -0.095
C 1.965 0.872 -0.093
C 2.103 -0.570 -0.028
C -1.752 -0.051 -0.065
N 0.944 -1.103 0.167
N -0.368 0.324 0.147
H 2.654 1.683 -0.328
H 2.971 -1.083 0.106
H -2.519 0.088 0.761
H -1.694 -1.030 -0.530
H -2.097 0.739 -0.703
```

Summary:
relative energy (zero: lowest compared OMol25 entry of this formula, charge and spin)	270.9	kJ/mol
frontier orbital gap (alpha / beta)	9.86 / 8.79	eV
charge	+1
multiplicity	3
HOMO level (alpha / beta)	-14.897 / -16.648	eV

Here are the Mulliken charges for atoms 1 to 2, given in e:
1 C 0.561
2 C -0.399

This record from the Open Molecules 2025 dataset describes a structure of composition C26H43BF3N5PdS2Si. The level of theory is ωB97M-V/def2-TZVPD.

```
82
C26H43BF3N5PdS2Si (ωB97M-V/def2-TZVPD)
Pd 0.301 0.239 0.321
C 3.183 -0.246 -2.943
N 3.439 0.234 -1.604
C 4.540 -0.098 -0.854
C 4.439 0.591 0.306
N 3.291 1.346 0.270
B 3.175 2.487 1.368
N 1.774 3.099 1.589
C 1.522 4.431 1.352
C 0.317 4.740 1.878
N -0.179 3.582 2.437
C -1.410 3.491 3.187
C 0.717 2.586 2.239
S 0.513 0.954 2.724
C 2.675 1.107 -0.897
S 1.131 1.702 -1.416
H 3.418 -1.308 -2.994
H 3.796 0.298 -3.662
H 2.136 -0.080 -3.179
H 5.287 -0.780 -1.216
H 5.095 0.635 1.155
H 3.585 1.989 2.381
H 3.876 3.388 0.989
H 2.240 5.039 0.836
H -0.233 5.661 1.909
H -2.253 3.778 2.558
H -1.360 4.146 4.057
H -1.530 2.463 3.517
F 5.535 -5.115 0.809
C 4.379 -5.122 1.502
F 3.748 -6.267 1.190
F 4.697 -5.177 2.802
C 3.537 -3.922 1.167
C 3.315 -2.916 2.089
C 2.539 -1.832 1.701
N 2.001 -1.724 0.488
C 2.234 -2.698 -0.393
C 2.990 -3.818 -0.106
H 3.728 -2.960 3.086
H 2.342 -1.010 2.382
H 1.792 -2.568 -1.376
H 3.145 -4.584 -0.853
C -4.044 -1.358 0.581
C -2.730 -0.664 0.982
C -1.894 -1.682 1.778
C -3.097 0.458 1.961
Si -1.782 0.019 -0.571
C -1.706 -1.329 -1.963
C -3.020 -1.421 -2.751
C -1.425 -2.720 -1.374
C -0.575 -1.045 -2.956
C -2.545 1.673 -1.209
C -2.119 2.006 -2.648
C -2.110 2.842 -0.317
C -4.082 1.627 -1.213
H -4.579 -1.645 1.492
H -3.880 -2.269 0.007
H -4.708 -0.712 0.006
H -2.466 -1.990 2.658
H -0.960 -1.248 2.140
H -1.656 -2.581 1.214
H -3.556 0.010 2.848
H -3.820 1.163 1.547
H -2.215 1.005 2.286
H -3.879 -1.640 -2.117
H -2.939 -2.235 -3.478
H -3.240 -0.512 -3.311
H -2.254 -3.109 -0.785
H -0.534 -2.729 -0.741
H -1.257 -3.422 -2.196
H -0.770 -0.175 -3.584
H -0.448 -1.909 -3.616
H 0.359 -0.863 -2.430
H -1.042 2.011 -2.788
H -2.487 3.005 -2.900
H -2.545 1.318 -3.379
H -1.025 2.962 -0.301
H -2.450 2.720 0.711
H -2.550 3.766 -0.705
H -4.479 0.822 -1.833
H -4.457 2.569 -1.624
H -4.503 1.523 -0.213
```

Summary:
relative energy (zero: lowest compared OMol25 entry of this formula, charge and spin)	2.0	kJ/mol
frontier orbital gap	7.02	eV
charge	0
HOMO level	-7.171	eV

Here are the Mulliken charges for atoms 1 to 2, given in e:
1 Pd 0.221
2 C -0.789

This record from the Open Molecules 2025 dataset describes an isolated molecule of C6H10S at a distorted geometry. The level of theory is ωB97M-V/def2-TZVPD.

```
17
C6H10S (ωB97M-V/def2-TZVPD)
C 0.899 -0.854 2.123
C 0.550 0.923 0.431
C 1.415 -0.258 1.026
C -0.476 0.386 -0.600
C -1.322 -0.747 -0.222
C -0.471 0.874 -2.044
S 1.909 -2.163 2.885
H -0.100 -0.478 2.492
H -0.008 1.460 1.227
H 1.152 1.721 -0.164
H 2.329 -0.310 0.576
H -1.076 -1.168 0.770
H -1.352 -1.561 -1.036
H -2.327 -0.322 -0.216
H 0.493 0.370 -2.301
H -0.424 1.832 -2.308
H -1.190 0.294 -2.640
```

Summary:
relative energy (zero: lowest compared OMol25 entry of this formula, charge and spin)	443.4	kJ/mol
frontier orbital gap (alpha / beta)	9.76 / 5.16	eV
charge	0
HOMO level (alpha / beta)	-9.003 / -6.987	eV

Here are the Mulliken charges for atoms 1 to 2, given in e:
1 C -0.538
2 C -0.754